[1]
Below is 2 unconnected molecules or ions with the total composition C5H4N2, with properties calculated with wB97M-V/def2-TZVPD.

Geometry as XYZ:
```
11
Properties=species:S:1:pos:R:3:forces:R:3:mulliken_charge:R:1
C 1.8960 -1.1808 -0.4054 -1.78 -0.85 -0.66 -0.743
C 1.1943 -0.2119 0.0407 -0.54 -0.38 -0.27 0.216
C 0.1091 0.4775 0.3303 -0.02 0.28 0.14 0.642
C -0.9973 -0.1334 1.0397 -0.31 0.23 0.19 -0.362
N -2.1104 0.3862 0.6402 0.15 -0.11 0.20 -0.404
N -1.8357 1.4208 -0.2872 0.24 -0.01 -0.16 -0.412
C -0.5617 1.4514 -0.5011 -0.19 0.21 0.07 -0.316
H 2.9962 -1.3605 -0.3354 -1.45 -0.60 -0.39 0.251
H -0.9497 -1.0152 1.6720 -0.04 0.28 0.02 0.456
H 0.3531 -1.9391 -0.9657 4.08 0.94 0.72 0.249
H -0.0939 2.1050 -1.2279 -0.15 0.02 0.13 0.424
```
Forces are in eV/Å.

Summary:
molecular weight: 92.10 Da
DFT total energy: -8222.940 eV
lowest unoccupied orbital energy (spin up / spin down): -1.986 / -1.995 eV
energy above the lowest of the compared OMol25 structures with the same formula, charge and spin: 151.1 kcal/mol
charge: 0
HOMO (spin up / spin down): -9.833 / -9.832 eV

[2]
Below is 14 unconnected molecules or ions with the total composition C38H112N20O14, with properties calculated with wB97M-V/def2-TZVPD.

Geometry as XYZ:
```
184
Properties=species:S:1:pos:R:3:forces:R:3:mulliken_charge:R:1
C 1.1364 -0.3670 0.0877 0.32 -0.10 -0.16 -0.655
C -0.2570 -0.3263 0.6738 0.14 0.82 1.43 0.871
C -1.2515 0.5379 -0.0953 0.91 -0.31 -1.01 0.323
O -0.7435 1.8477 -0.1864 0.18 0.90 0.72 0.503
C -1.4977 2.6484 -1.1079 0.12 -1.36 -0.44 0.250
N -0.7885 -1.6371 1.0428 -0.53 0.00 -0.07 0.458
H 1.1375 -0.7287 -0.9474 0.04 0.10 -0.01 0.231
H 1.8245 -0.9894 0.6668 -0.35 -0.30 0.08 0.298
H 1.5875 0.6247 0.1401 -0.20 0.12 -0.39 -0.013
H -0.1374 0.2170 1.6301 -0.03 -0.14 0.02 -0.964
H -2.2377 0.5191 0.3862 -0.07 -0.05 -0.14 -0.091
H -1.2819 0.1297 -1.1231 -0.57 -0.05 0.11 -0.431
H -1.2070 2.2791 -2.1020 -0.44 0.12 -0.12 -0.275
H -1.2516 3.7039 -1.1211 0.21 -0.01 0.71 -0.240
H -2.5526 2.4462 -0.9042 -0.13 0.43 -0.32 0.227
H -1.7899 -1.5251 1.2393 0.24 -0.23 -0.08 -0.283
H -0.7333 -2.3150 0.2869 0.08 0.21 -0.13 -0.245
C -1.6201 3.0874 4.9422 0.51 0.36 1.16 -1.441
C -2.2262 3.9876 3.8902 0.05 -0.08 -0.83 0.298
C -1.3821 5.2012 3.5551 -0.47 0.23 -0.32 -0.225
O -1.1818 6.0184 4.6824 0.23 -0.17 -0.16 -0.427
C -0.1786 6.9839 4.4451 0.32 -0.49 0.61 -0.668
N -2.4627 3.2827 2.6067 -0.34 -0.68 0.37 0.142
H -2.1998 2.2039 5.2191 -0.23 0.00 -0.53 0.295
H -1.5083 3.6126 5.8991 -0.03 0.20 -0.17 0.465
H -0.6027 2.7758 4.6900 -0.07 -0.05 -0.28 0.231
H -3.2167 4.3414 4.1889 0.07 -0.05 0.20 0.644
H -1.9130 5.8015 2.8043 -0.04 -0.19 -0.16 0.469
H -0.4566 4.8539 3.0701 0.28 0.13 0.35 -0.315
H -0.3849 7.6713 3.6199 -0.26 -0.04 0.00 0.295
H 0.7608 6.4574 4.2383 0.11 0.18 -0.12 0.222
H -0.0678 7.5178 5.3867 0.03 0.25 -0.15 0.290
H -1.6455 2.8533 2.1700 0.33 0.38 0.36 -0.332
H -3.0110 2.4790 2.9076 -0.16 0.05 -0.48 -0.095
C 0.6029 -0.1482 -4.0511 0.48 -0.82 -1.52 1.043
C 1.9465 0.5249 -4.2248 -0.32 0.59 0.25 0.935
C 2.6728 0.0549 -5.4836 -0.94 -0.42 -0.04 -0.773
O 3.9786 0.5504 -5.5283 0.16 0.15 -0.08 -0.431
C 4.8600 -0.3831 -4.9470 0.56 0.21 -0.18 -0.496
N 1.7619 2.0045 -4.3214 0.76 -0.83 -0.45 -0.180
H 0.7709 -1.2241 -3.9305 -0.28 0.14 0.78 -1.178
H 0.1097 -0.1559 -5.0350 -0.13 0.37 0.13 0.528
H -0.0668 0.3245 -3.3422 0.17 -0.20 0.38 -0.516
H 2.5966 0.3022 -3.3711 -0.09 0.18 0.10 -0.783
H 2.0892 0.4336 -6.3291 0.25 0.15 -0.17 0.474
H 2.7032 -1.0362 -5.6023 -0.19 -0.05 0.23 0.283
H 4.7495 -0.4778 -3.8622 -0.24 -0.04 -0.01 0.041
H 5.8756 -0.0406 -5.1361 0.01 0.00 -0.07 0.348
H 4.6986 -1.3477 -5.4322 0.24 -0.16 0.17 0.324
H 2.5584 2.2424 -4.9171 -0.08 0.74 0.33 0.316
H 0.9582 2.1860 -4.9243 -0.03 0.00 0.14 0.287
C 5.7456 -3.6160 -0.9926 -0.20 0.68 0.06 -0.958
C 5.8322 -2.3740 -0.1005 -0.09 -0.67 0.40 0.260
C 4.9624 -1.2105 -0.5221 0.11 0.69 -0.21 1.069
O 5.4111 -0.0570 0.1919 -0.03 -0.24 -0.01 -0.456
C 4.9609 1.1464 -0.3901 -0.31 -0.02 0.32 -0.455
N 5.5436 -2.8121 1.2714 0.09 -0.11 -0.09 -0.749
H 4.8886 -4.2409 -0.7359 0.11 0.14 0.15 0.041
H 6.6417 -4.2099 -0.8348 0.05 -0.08 -0.29 0.265
H 5.6077 -3.3065 -2.0314 0.46 -0.23 0.02 0.296
H 6.8640 -2.0136 -0.1397 -0.01 0.11 0.03 0.391
H 3.9026 -1.3859 -0.2871 0.02 -0.12 -0.11 -0.407
H 5.0546 -0.9612 -1.5905 0.02 -0.40 -0.06 -0.516
H 5.5173 1.4326 -1.2896 0.11 -0.19 -0.01 0.332
H 5.0866 1.9195 0.3667 -0.04 0.10 -0.10 0.260
H 3.8989 1.0715 -0.6534 -0.01 0.13 0.02 0.057
H 4.7876 -3.4896 1.2611 -0.04 0.06 -0.04 0.256
H 5.1787 -2.0455 1.8115 0.12 0.37 0.27 0.318
C -2.5055 -5.7240 -5.1330 0.49 -0.07 0.50 -1.573
C -1.1508 -5.1665 -4.6928 -0.47 0.62 -0.23 0.196
C -1.2452 -3.7627 -4.0783 -0.02 -0.56 -1.05 0.047
O -2.1981 -3.7260 -3.0557 0.29 -0.16 0.34 -0.490
C -2.3685 -2.4344 -2.5496 -0.03 0.50 0.98 -0.331
N -0.4819 -6.1267 -3.7976 -0.39 0.80 0.54 -0.571
H -3.0744 -5.0811 -5.8019 0.19 0.09 -0.12 0.388
H -3.1033 -5.8685 -4.2310 -0.14 -0.19 -0.13 0.342
H -2.2835 -6.6786 -5.6098 -0.39 -0.07 -0.04 0.387
H -0.5643 -4.9805 -5.6036 0.28 -0.39 0.14 0.346
H -1.5203 -3.0640 -4.8841 -0.07 0.11 0.06 0.374
H -0.2249 -3.5028 -3.7614 -0.15 0.23 0.43 -0.038
H -2.9641 -1.8009 -3.2116 0.12 0.02 -0.07 0.491
H -1.4178 -1.9420 -2.2935 0.15 -0.05 -0.48 -0.117
H -2.8644 -2.4841 -1.5751 -0.34 -0.25 -0.21 0.202
H -1.2045 -6.5180 -3.1905 -0.04 -0.27 -0.37 0.386
H 0.0055 -5.5411 -3.1091 0.34 -0.51 -0.45 0.170
C 3.1762 -3.2640 -3.5573 0.45 0.79 0.35 -0.027
C 3.3948 -4.6363 -2.9463 -1.70 -0.87 -1.35 0.712
C 2.6227 -4.8089 -1.6404 1.07 -0.47 -0.31 -1.313
O 1.2242 -4.8963 -1.8373 0.65 0.52 0.46 -0.399
C 0.5880 -4.6476 -0.6049 -0.93 0.52 -0.16 -0.199
N 2.9241 -5.7031 -3.8803 -0.16 0.22 0.07 -0.882
H 3.5039 -3.1635 -4.5944 0.44 -0.31 0.11 0.679
H 3.7433 -2.5595 -2.9356 -0.13 0.28 -0.31 -0.467
H 2.1450 -2.9012 -3.6020 -0.15 -0.46 0.45 -0.684
H 4.4502 -4.8460 -2.7723 -0.15 0.32 0.10 0.462
H 2.8687 -3.9977 -0.9503 -0.15 0.00 0.09 0.493
H 2.9764 -5.7629 -1.2304 -0.07 0.06 0.39 0.433
H 0.8466 -3.6527 -0.2261 0.18 -0.07 0.03 -0.380
H 0.8243 -5.3737 0.1771 0.08 -0.17 -0.13 0.268
H -0.4824 -4.6440 -0.8278 -0.04 -0.20 0.20 0.480
H 2.7606 -5.2941 -4.7945 0.28 -0.09 -0.06 0.292
H 1.9943 -6.0125 -3.6146 0.06 -0.17 0.08 0.212
C 3.7274 0.5116 4.8687 0.43 -0.20 -0.28 -1.855
C 2.5346 1.1380 4.1489 0.52 0.41 0.96 0.674
C 1.2659 0.6673 4.8482 0.09 -1.23 -1.03 -0.356
O 1.1746 1.2582 6.1105 0.00 0.13 -0.14 -0.495
C 0.1348 0.7280 6.8731 -0.73 -0.40 0.79 -0.576
N 2.6613 2.6319 4.2529 -0.25 -0.77 0.39 -0.553
H 4.6345 0.7428 4.3059 0.10 0.00 0.11 0.492
H 3.6706 -0.5763 4.9468 -0.11 0.02 -0.13 0.380
H 3.8300 0.9077 5.8807 -0.09 0.04 -0.04 0.425
H 2.5456 0.8246 3.1047 -0.21 0.01 -0.07 -0.095
H 1.3720 -0.4274 4.9389 0.01 0.06 0.21 0.665
H 0.3677 0.7531 4.2147 -0.10 0.68 0.29 0.032
H -0.8479 0.8778 6.4139 0.06 0.16 -0.08 0.048
H 0.1409 1.1887 7.8597 0.04 0.30 -0.13 0.351
H 0.2102 -0.3506 7.0740 0.41 -0.01 -0.36 0.345
H 2.1863 2.8162 5.1393 -0.04 0.43 -0.23 0.224
H 3.6362 2.8037 4.4899 -0.02 0.18 -0.29 0.260
C -4.0546 0.0829 3.3403 -0.15 0.49 2.00 -1.343
C -3.4693 -1.3095 3.2876 0.05 -0.25 -0.78 1.930
C -3.8732 -2.1924 4.4645 -0.04 0.17 0.49 -1.164
O -3.4691 -1.6889 5.7247 -0.22 0.53 -0.15 -0.386
C -2.1840 -2.0544 6.1587 -0.17 -0.40 -0.04 -0.591
N -3.8788 -1.9358 2.0055 0.26 -0.03 0.40 -0.613
H -5.0918 0.0648 3.6985 -0.15 -0.11 -0.64 0.398
H -3.9405 0.7340 2.4787 -0.02 -0.44 -0.38 0.117
H -3.5864 0.6031 4.1891 0.15 -0.01 -0.22 0.219
H -2.3751 -1.2272 3.3237 -0.01 -0.06 -0.29 -0.632
H -3.4658 -3.2045 4.3248 -0.03 0.01 -0.09 0.447
H -4.9634 -2.2626 4.5216 0.01 -0.04 -0.13 0.339
H -2.1712 -3.1431 6.2981 0.32 0.02 0.04 0.396
H -2.0206 -1.5697 7.1182 -0.01 -0.02 0.04 0.217
H -1.3778 -1.7530 5.4811 -0.06 0.00 -0.12 0.150
H -4.8847 -1.8298 1.9085 0.01 -0.01 -0.06 0.326
H -3.7123 -2.9401 2.0288 0.04 0.08 -0.05 0.214
C 1.6802 -4.0516 2.6867 1.20 -0.35 -0.26 0.544
O 2.5036 -3.5476 1.9221 -0.82 0.34 0.10 -0.407
N 0.4631 -3.5333 3.0309 0.77 -0.22 0.00 -0.172
N 1.9925 -5.2560 3.2833 -1.08 0.53 0.14 -0.465
H 0.0947 -2.7105 2.5508 -0.05 -0.22 -0.17 0.091
H -0.1053 -4.1192 3.6121 -0.40 0.27 -0.04 0.168
H 2.8612 -5.7053 3.0776 0.12 0.05 0.01 0.220
H 1.3552 -5.6239 3.9640 0.29 -0.39 0.08 0.116
C -6.3164 1.3225 -0.5596 0.27 -0.28 -1.55 0.342
O -7.1050 1.7263 0.2694 0.20 -0.19 0.50 -0.672
N -5.2551 0.4533 -0.3099 -0.86 0.64 0.46 -0.160
N -6.3780 1.6029 -1.9068 -0.08 -0.35 1.43 -0.328
H -5.2454 0.0344 0.5966 0.44 -0.11 0.07 0.107
H -4.5246 0.3448 -0.9891 0.12 -0.27 0.11 0.167
H -7.0063 2.3186 -2.2154 0.17 0.17 -0.14 0.262
H -5.6268 1.1990 -2.4336 -0.12 0.43 -0.89 0.337
C -0.0572 5.3835 -3.6024 0.82 -0.58 -0.65 0.524
O -0.0989 5.3042 -4.8340 -0.29 0.41 0.79 -0.736
N 0.8239 4.6238 -2.8807 -0.94 0.78 -0.21 -0.012
N -0.8844 6.1999 -2.8515 -0.02 -0.28 -0.08 -0.248
H 0.9077 4.7709 -1.8836 0.45 -0.28 -0.06 0.120
H 1.4691 4.0852 -3.4335 -0.02 -0.31 0.38 0.221
H -0.7330 6.2269 -1.8579 0.17 0.18 0.03 0.143
H -1.1809 7.0545 -3.2867 -0.13 -0.07 -0.11 0.253
C -3.5335 0.4117 -4.5271 0.15 -0.57 0.27 0.403
O -4.0192 0.7085 -3.4308 0.32 -0.07 -0.74 -0.577
N -4.1263 -0.5230 -5.3527 0.32 0.90 0.72 -0.359
N -2.3192 0.8900 -4.9336 -0.83 -0.14 0.57 -0.212
H -3.6705 -0.8177 -6.1937 -0.28 -0.02 -0.22 0.172
H -5.1097 -0.6451 -5.1920 -0.02 -0.29 -0.24 0.233
H -1.9348 0.7494 -5.8456 0.03 0.02 -0.07 0.186
H -1.8198 1.3996 -4.2278 0.14 0.24 -0.23 -0.018
C -5.1527 4.9036 -0.0685 0.51 0.78 0.91 0.559
O -6.3069 5.0540 -0.4156 -0.16 -0.47 -0.44 -0.659
N -4.7082 3.9170 0.7667 -0.47 -0.13 -0.44 0.002
N -4.2034 5.8683 -0.3759 -0.34 -0.41 -0.13 -0.344
H -3.7383 3.7650 1.0090 -0.19 0.17 0.14 -0.055
H -5.4000 3.2277 1.0228 0.02 0.02 -0.02 0.215
H -4.4535 6.4496 -1.1533 0.22 0.21 0.07 0.214
H -3.2805 5.8694 0.0119 0.12 -0.08 -0.18 0.143
C 1.7137 4.6884 1.0240 0.37 0.02 -0.10 0.278
O 1.1042 5.0072 -0.0005 -0.03 0.09 0.54 -0.839
N 2.5490 5.5682 1.6725 -0.54 -0.50 -0.32 -0.346
N 1.6744 3.4358 1.5547 -0.48 -0.49 0.06 0.249
H 2.5733 6.5092 1.3312 0.14 0.06 0.06 0.234
H 3.0456 5.2787 2.4926 0.06 0.17 0.09 0.157
H 0.9326 2.8387 1.2091 0.10 0.17 -0.33 -0.292
H 2.0192 3.1874 2.4877 0.06 0.52 -0.12 0.320
```
Forces are in eV/Å.

Summary:
molecular weight: 1073.44 Da
DFT total energy: -99692.578 eV
lowest unoccupied orbital energy: -0.029 eV
energy above the lowest of the compared OMol25 structures with the same formula, charge and spin: 0.0 kcal/mol
charge: 0
HOMO: -8.988 eV

[3]
Below is a molecular structure, C8H11N2, with properties calculated with wB97M-V/def2-TZVPD.

Geometry as XYZ:
```
21
Properties=species:S:1:pos:R:3:forces:R:3:mulliken_charge:R:1
C -1.7565 -0.2308 2.9998 -0.84 -0.85 -3.62 0.171
C 0.8872 1.6528 -0.2594 -2.56 -2.39 0.75 -0.706
C -0.3851 2.2458 -0.0226 -1.25 -0.31 -2.09 -0.356
C 1.0036 0.2667 -0.5560 -1.98 3.69 0.56 0.880
C -0.2400 -0.3802 -0.7394 -0.44 0.98 1.12 0.739
C -1.5242 0.2721 -0.4799 0.97 1.40 -2.37 0.094
C 2.3132 -0.3529 -0.5758 2.60 1.21 2.29 -1.497
C -0.1224 -1.7916 -1.0296 1.34 -0.96 -3.12 -1.758
N -1.5883 1.6583 -0.1935 1.84 -1.56 -0.08 -0.461
N -1.9419 -0.4566 1.8628 0.60 0.37 6.21 -0.217
H -1.6497 -0.0651 4.0682 -0.02 -0.03 -0.39 0.371
H 1.6545 2.2612 0.0868 1.88 0.79 -0.09 0.447
H -0.3990 3.3363 -0.0120 -0.19 -0.18 0.79 0.399
H -1.6712 -0.2344 0.7558 -0.03 -0.01 -0.42 0.123
H -2.5214 -0.1948 -0.8527 1.86 0.74 0.68 0.462
H 2.9997 0.2477 0.1980 -1.46 -1.46 -1.47 0.362
H 2.8849 -0.2492 -1.4763 -0.05 -0.10 -0.85 0.321
H 2.2751 -1.3782 -0.2712 0.24 -0.54 0.14 0.455
H 0.8546 -2.0062 -1.6360 -2.04 0.39 0.84 0.359
H -0.9707 -2.0929 -1.5944 -0.65 -0.44 -0.93 0.425
H -0.1024 -2.5078 -0.2726 0.20 -0.75 2.03 0.387
```
Forces are in eV/Å.

Summary:
molecular weight: 135.19 Da
DFT total energy: -11444.073 eV
lowest unoccupied orbital energy: -4.802 eV
energy above the lowest of the compared OMol25 structures with the same formula, charge and spin: 86.6 kcal/mol
charge: +1
HOMO: -13.771 eV